Here is C41H56N5OP2Pd as an isolated structure at a distorted geometry from the Open Molecules 2025 dataset. Energies are from the ωB97M-V functional and the def2-TZVPD basis.

Total charge: -1
Frontier orbital gap (alpha / beta), eV: 4.8 / 5.7

Last column: Mulliken charge in e.
Atoms and positions in Å:
Pd1 0.1252 -0.3941 -0.6019  -0.698
C1 -0.2773 -5.1528 -0.1433  -1.618
C2 -1.4138 -4.2473 -0.6192  0.651
C3 -1.5230 -4.2895 -2.1446  -1.484
P1 -1.1198 -2.4749 -0.0871  1.432
C4 -2.7999 -1.6848 -0.3786  0.371
C5 -2.6487 -0.2746 0.1920  -0.446
C6 -4.0327 -2.3807 0.1848  -1.703
C7 -1.0534 -2.6391 1.7280  -0.024
C8 -1.8141 -3.5778 2.4260  0.188
C9 -1.6527 -3.8207 3.7795  0.420
C10 -2.5104 -4.8169 4.5196  -1.837
C11 -0.6250 -3.1354 4.4340  -1.033
C12 0.1407 -2.1944 3.7881  -0.875
C13 -0.0879 -1.8468 2.4250  -0.594
N1 0.6228 -0.9255 1.7518  0.598
C14 1.4928 -0.0385 2.3076  -1.345
C15 1.2854 0.6778 3.5025  -0.265
C16 2.2357 1.5652 3.9722  -0.995
C17 3.4253 1.7901 3.2841  0.459
C18 4.4768 2.7308 3.8209  -1.534
C19 3.6090 1.1420 2.0668  0.061
C20 2.6717 0.2498 1.5614  -0.435
P2 2.6796 -0.5447 -0.0762  2.362
C21 4.2999 0.0913 -0.7904  0.099
C22 4.7703 -0.7103 -2.0042  -1.598
C23 4.0863 1.5571 -1.1893  -0.991
C24 3.0969 -2.3042 0.4117  1.039
C25 4.4449 -2.4761 1.1043  -1.596
C26 2.9087 -3.2503 -0.7769  -1.245
H1 -0.5291 -6.2036 -0.3117  0.480
H2 -0.0731 -5.0140 0.9187  0.316
H3 0.6331 -4.9278 -0.6995  0.268
H4 -2.3530 -4.6000 -0.1833  0.446
H5 -0.6701 -3.7748 -2.5939  0.151
H6 -2.4344 -3.8002 -2.4962  0.343
H7 -1.5341 -5.3231 -2.5024  0.464
H8 -2.8923 -1.6162 -1.4686  0.590
H9 -2.6621 -0.3031 1.2842  0.179
H10 -3.4316 0.4030 -0.1558  0.602
H11 -1.6393 0.0927 -0.1252  -0.404
H12 -3.9508 -2.4838 1.2676  0.273
H13 -4.1884 -3.3700 -0.2533  0.359
H14 -4.9207 -1.7763 -0.0230  0.477
H15 -2.5564 -4.1616 1.8912  0.066
H16 -3.3168 -5.1843 3.8835  0.344
H17 -2.9593 -4.3635 5.4070  0.366
H18 -1.9248 -5.6793 4.8525  0.330
H19 -0.4258 -3.3639 5.4777  0.348
H20 0.9513 -1.7120 4.3175  0.520
H21 0.3551 0.5438 4.0396  0.610
H22 2.0545 2.1002 4.8997  0.309
H23 4.3002 2.9456 4.8754  0.401
H24 4.4771 3.6815 3.2800  0.268
H25 5.4734 2.2953 3.7231  0.350
H26 4.5171 1.3529 1.5100  0.260
H27 5.0772 0.0354 -0.0212  0.750
H28 3.9531 -0.8742 -2.7106  0.144
H29 5.1682 -1.6835 -1.7191  0.307
H30 5.5638 -0.1676 -2.5272  0.495
H31 3.5003 1.6157 -2.1091  -0.190
H32 5.0426 2.0580 -1.3666  0.479
H33 3.5379 2.1111 -0.4269  0.210
H34 2.3057 -2.5230 1.1312  -0.188
H35 5.2743 -2.4289 0.3932  0.235
H36 4.4890 -3.4474 1.6051  0.463
H37 4.5911 -1.7017 1.8605  0.332
H38 3.6979 -3.1341 -1.5216  0.229
H39 1.9529 -3.0354 -1.2584  0.024
H40 2.9157 -4.2921 -0.4447  0.472
N2 -3.6185 4.7680 -1.4493  0.067
C27 -4.4515 5.7432 -0.9571  0.630
C28 -5.4806 6.4806 -1.5195  -0.977
C29 -6.1073 7.4166 -0.7075  -0.424
C30 -5.7246 7.5861 0.6248  -0.410
C31 -4.7018 6.8400 1.1888  -0.738
C32 -4.0426 5.9120 0.3857  0.445
N3 -3.0006 5.0676 0.6759  -0.726
C33 -2.7593 4.3894 -0.4294  -0.086
C34 -1.7391 3.3961 -0.6011  1.062
C35 -1.6105 2.6231 -1.7659  -1.091
C36 -0.5318 1.7812 -1.9200  -0.070
N4 0.4878 1.6671 -1.0191  -0.556
C37 0.2991 2.3498 0.1541  0.194
C38 -0.7557 3.1814 0.4001  -1.115
H41 -3.6178 4.4051 -2.3833  0.144
H42 -5.7868 6.3311 -2.5482  0.360
H43 -6.9070 8.0221 -1.1154  0.362
H44 -6.2414 8.3229 1.2282  0.364
H45 -4.4197 6.9643 2.2261  0.425
H46 -2.3416 2.6786 -2.5657  0.221
H47 -0.4108 1.2654 -2.8644  0.602
H48 1.0778 2.2278 0.8978  0.228
H49 -0.8272 3.7164 1.3367  0.521
C39 1.5575 1.3511 -4.9991  -0.794
N5 1.0289 0.0472 -4.6791  0.207
C40 0.0855 -0.5283 -5.6127  -1.005
C41 1.1944 -0.5050 -3.4492  0.131
O1 0.6647 -1.5388 -3.0874  -0.563
H50 2.1703 1.3036 -5.9034  0.321
H51 2.1645 1.7104 -4.1690  0.140
H52 0.7502 2.0710 -5.1678  0.331
H53 0.5150 -0.5417 -6.6165  0.322
H54 -0.8442 0.0506 -5.6351  0.292
H55 -0.1371 -1.5418 -5.2895  0.286
H56 1.8790 0.0715 -2.8117  0.062

---

Here is a 2-piece molecular cluster, C6H13NO overall at a distorted geometry from the Open Molecules 2025 dataset. Energies are from the ωB97M-V functional and the def2-TZVPD basis.

Frontier orbital gap, eV: 9.6

Last column: Mulliken charge in e.
Atoms and positions in Å:
C1 -0.5827 0.4562 -1.6886  -0.483
C2 -0.9868 1.2910 -0.4711  -0.802
C3 -0.6247 0.6985 0.8574  0.614
C4 -1.5578 0.3915 1.7575  -1.101
C5 1.2121 -0.6719 1.8307  -1.190
C6 0.7896 0.3067 1.0185  -0.110
N1 -1.1241 -0.8899 -1.7422  -0.566
H1 -0.9268 1.0134 -2.5565  0.369
H2 0.5060 0.3908 -1.7935  0.150
H3 -2.0491 1.5450 -0.5465  0.403
H4 -0.4803 2.2577 -0.5743  0.303
H5 -2.6004 0.6018 1.5969  0.298
H6 -1.2667 -0.0013 2.7266  0.292
H7 2.2503 -0.8405 2.0874  0.404
H8 0.5134 -1.3182 2.3453  0.231
H9 1.5072 0.6653 0.2787  0.656
H10 -2.1344 -0.8637 -1.6763  0.256
H11 -0.7909 -1.4159 -0.9443  0.270
H12 2.2888 -0.8920 -1.3832  0.358
H13 2.9554 -1.4664 -0.0967  0.307
O1 3.1017 -1.2581 -1.0259  -0.657

---

Here is a 2-piece molecular cluster, C5H10 overall at a distorted geometry from the Open Molecules 2025 dataset. Energies are from the ωB97M-V functional and the def2-TZVPD basis.

Frontier orbital gap, eV: 10.6

Last column: Mulliken charge in e.
Atoms and positions in Å:
C1 2.3730 -0.0778 0.8160  -0.314
C2 1.5382 0.5132 1.6651  -0.684
H1 2.8582 -1.0005 1.1054  0.237
H2 2.5948 0.3554 -0.1501  0.238
H3 1.4577 0.1514 2.6836  0.224
H4 0.6849 1.1205 1.3904  0.294
C3 -1.6270 0.1657 -2.0000  -1.013
C4 -0.9356 0.1198 -0.6387  0.149
C5 -1.2224 -0.7757 0.3074  -0.638
H5 -2.0572 1.1633 -2.0622  0.273
H6 -0.9234 0.0807 -2.8326  0.260
H7 -2.4238 -0.5627 -2.1422  0.293
H8 -0.6047 1.1308 -0.4277  0.214
H9 -0.8285 -0.5108 1.2779  0.196
H10 -1.7153 -1.7017 0.0606  0.272